Entry 1:
This record from the OMol25 dataset describes a cluster of 3 separate species, C5H11NO in total. The level of theory is ωB97M-V/def2-TZVPD.

Bonds (Å) are listed after each position.
Atoms and positions in Å:
1 C -0.628 -2.339 0.068  C2 1.538, H8 1.110, H9 1.130, H10 1.087
2 C 0.774 -1.847 -0.327  C1 1.538, N3 1.455, H11 1.178, H12 1.094
3 N 0.761 -0.570 -1.024  C2 1.455, C5 1.450, H13 1.063
4 C 0.792 1.863 -1.104  C5 1.414, H15 1.050, H16 1.083
5 C 1.025 0.688 -0.354  N3 1.450, C4 1.414, H17 1.125
6 C -0.292 0.586 1.383  O7 1.245
7 O 0.551 -0.005 2.083  C6 1.245
8 H -0.491 -3.294 0.617  C1 1.110
9 H -1.464 -2.507 -0.674  C1 1.130
10 H -0.872 -1.518 0.738  C1 1.087
11 H 1.399 -2.711 -0.828  C2 1.178
12 H 1.210 -1.760 0.673  C2 1.094
13 H -0.175 -0.523 -1.525  N3 1.063
14 H -2.996 4.127 0.960  H18 0.767
15 H 0.958 2.765 -0.595  C4 1.050
16 H 0.541 1.916 -2.157  C4 1.083
17 H 1.859 0.701 0.400  C5 1.125
18 H -2.953 4.429 1.664  H14 0.767

Results
Orbital gap: 8.034 eV
HOMO: -8.05 eV
Energy above the lowest of the compared OMol25 structures with the same formula, charge and spin: 521.1 kJ/mol
E_LUMO: -0.01 eV
Charge: 0
M: 101.149 g/mol

=====

Entry 2:
This record from the OMol25 dataset describes a cluster of 2 separate species, C5H11NO in total. The level of theory is ωB97M-V/def2-TZVPD.

Bonds (Å) are listed after each position.
Atoms and positions in Å:
1 C 0.383 1.804 2.996  C2 1.319, H7 1.088, H8 1.069
2 C 0.653 1.419 1.764  C1 1.319, C3 1.483, H9 1.082
3 C -0.361 1.185 0.707  C2 1.483, N4 1.420, C5 1.327
4 N 0.153 1.615 -0.546  C3 1.420, H10 1.014, H11 1.008
5 C -1.381 0.341 0.794  C3 1.327, C6 1.501, H12 1.087
6 C -2.331 -0.124 -0.272  C5 1.501, H13 1.095, H14 1.097, H15 1.085
7 H -0.602 2.062 3.381  C1 1.088
8 H 1.132 1.934 3.748  C1 1.069
9 H 1.660 1.167 1.458  C2 1.082
10 H -0.352 1.300 -1.367  N4 1.014
11 H 0.395 2.593 -0.547  N4 1.008
12 H -1.723 -0.018 1.761  C5 1.087
13 H -1.969 -0.124 -1.306  C6 1.095
14 H -3.247 0.475 -0.343  C6 1.097
15 H -2.559 -1.155 -0.027  C6 1.085
16 O 3.372 -5.056 -4.329  H17 0.955, H18 0.964
17 H 4.190 -4.694 -3.996  O16 0.955
18 H 2.588 -4.727 -3.876  O16 0.964

Results
Orbital gap: 9.101 eV
HOMO: -8.14 eV
Energy above the lowest of the compared OMol25 structures with the same formula, charge and spin: 207.1 kJ/mol
E_LUMO: 0.96 eV
Charge: 0
M: 101.149 g/mol

=====

Entry 3:
This record from the OMol25 dataset describes a cluster of 2 separate species, C5H11NO in total. The level of theory is ωB97M-V/def2-TZVPD.

Bonds (Å) are listed after each position.
Atoms and positions in Å:
1 C -1.117 -0.872 1.157  N2 1.500, H7 1.086, H8 1.111, H9 1.071
2 N -0.578 -0.444 -0.176  C1 1.500, C3 1.506, H10 0.992
3 C 0.191 0.842 -0.026  N2 1.506, C4 1.408, C5 1.715, H11 1.107
4 C 0.617 1.784 -0.982  C3 1.408, C5 1.804, H12 1.092
5 C 1.833 0.566 -0.440  C3 1.715, C4 1.804, C6 1.373, H13 1.086
6 C 2.226 -0.749 -0.392  C5 1.373, H14 1.087, H15 1.094
7 H -1.516 -0.005 1.674  C1 1.086
8 H -0.148 -1.040 1.673  C1 1.111
9 H -1.714 -1.761 1.124  C1 1.071
10 H 0.122 -1.093 -0.446  N2 0.992
11 H -0.003 1.254 0.983  C3 1.107
12 H 0.640 1.733 -2.072  C4 1.092
13 H 2.521 1.210 0.098  C5 1.086
14 H 3.146 -0.946 0.151  C6 1.087
15 H 2.032 -1.453 -1.206  C6 1.094
16 H -2.447 0.172 -0.997  O18 0.986
17 H -2.576 0.447 0.297  O18 0.974
18 O -3.227 0.354 -0.421  H16 0.986, H17 0.974

Results
Orbital gap: 6.587 eV
HOMO: -7.81 eV
Energy above the lowest of the compared OMol25 structures with the same formula, charge and spin: 795.0 kJ/mol
E_LUMO: -1.22 eV
Charge: 0
M: 101.149 g/mol

=====

Entry 4:
This record from the OMol25 dataset describes an isolated molecule of C5H11NO. The level of theory is ωB97M-V/def2-TZVPD.

Bonds (Å) are listed after each position.
Atoms and positions in Å:
1 C -0.400 1.801 -1.901  O2 1.407, H8 1.088, H9 1.099, H10 1.099
2 O 0.121 0.497 -1.981  C1 1.407, C3 1.386
3 C 0.653 0.304 -0.715  O2 1.386, C4 1.599, C7 1.519, H11 1.102
4 C -0.371 0.434 0.506  C3 1.599, N5 1.441, H12 1.106, H13 1.118
5 N 0.432 -0.608 1.095  C4 1.441, C6 1.422, C7 1.455
6 C -0.186 -1.484 2.030  N5 1.422, H14 1.105, H15 1.094, H16 1.091
7 C 0.827 -1.118 -0.210  C3 1.519, N5 1.455, H17 1.106, H18 1.092
8 H -1.097 1.968 -2.720  C1 1.088
9 H 0.407 2.547 -1.918  C1 1.099
10 H -0.860 1.854 -0.904  C1 1.099
11 H 1.558 0.919 -0.589  C3 1.102
12 H -0.554 1.288 1.184  C4 1.106
13 H -1.383 0.081 0.187  C4 1.118
14 H -1.062 -2.001 1.600  C6 1.105
15 H -0.504 -0.896 2.897  C6 1.094
16 H 0.563 -2.213 2.343  C6 1.091
17 H 0.059 -1.755 -0.686  C7 1.106
18 H 1.798 -1.618 -0.218  C7 1.092

Results
Orbital gap: 9.902 eV
HOMO: -8.80 eV
Energy above the lowest of the compared OMol25 structures with the same formula, charge and spin: 275.4 kJ/mol
E_LUMO: 1.11 eV
Charge: 0
M: 101.149 g/mol

=====

Entry 5:
This record from the OMol25 dataset describes an isolated molecule of C5H11NO. The level of theory is ωB97M-V/def2-TZVPD.

Bonds (Å) are listed after each position.
Atoms and positions in Å:
1 C 1.182 -1.848 0.096  C2 1.528, H8 1.094, H9 1.094, H10 1.097
2 C 1.445 -0.400 -0.317  C1 1.528, N3 1.458, H11 1.091, H12 1.097
3 N 0.278 0.439 -0.074  C2 1.458, C4 1.447, C5 1.372
4 C 0.094 0.866 1.297  N3 1.447, H13 1.096, H14 1.089, H15 1.099
5 C -0.716 0.422 -1.020  N3 1.372, C6 1.518, O7 1.223
6 C -2.057 1.026 -0.645  C5 1.518, H16 1.090, H17 1.095, H18 1.096
7 O -0.537 -0.076 -2.123  C5 1.223
8 H 2.096 -2.448 0.052  C1 1.094
9 H 0.439 -2.292 -0.574  C1 1.094
10 H 0.796 -1.902 1.121  C1 1.097
11 H 1.679 -0.346 -1.382  C2 1.091
12 H 2.288 0.023 0.242  C2 1.097
13 H 0.969 1.440 1.623  C4 1.096
14 H -0.783 1.503 1.399  C4 1.089
15 H -0.021 0.010 1.976  C4 1.099
16 H -2.714 0.916 -1.508  C6 1.090
17 H -1.981 2.086 -0.382  C6 1.095
18 H -2.496 0.495 0.207  C6 1.096

Results
Orbital gap: 10.072 eV
HOMO: -9.16 eV
Energy above the lowest of the compared OMol25 structures with the same formula, charge and spin: 34.6 kJ/mol
E_LUMO: 0.91 eV
Charge: 0
M: 101.149 g/mol

=====

Entry 6:
This record from the OMol25 dataset describes an isolated molecule of C5H11NO. The level of theory is ωB97M-V/def2-TZVPD.

Bonds (Å) are listed after each position.
Atoms and positions in Å:
1 C -1.925 0.622 -0.483  C2 1.544, H8 1.092, H9 1.094, H10 1.098
2 C -1.374 -0.695 0.104  C1 1.544, N3 1.458, H11 1.092, H12 1.097
3 N 0.056 -0.586 0.368  C2 1.458, C4 1.446, C5 1.380
4 C 0.327 0.345 1.441  N3 1.446, H13 1.096, H14 1.087, H15 1.094
5 C 0.901 -0.781 -0.706  N3 1.380, C6 1.517, O7 1.221
6 C 2.231 -0.051 -0.683  C5 1.517, H16 1.090, H17 1.094, H18 1.096
7 O 0.574 -1.470 -1.659  C5 1.221
8 H -3.013 0.673 -0.400  C1 1.092
9 H -1.640 0.696 -1.536  C1 1.094
10 H -1.547 1.534 0.000  C1 1.098
11 H -1.518 -1.516 -0.600  C2 1.092
12 H -1.869 -0.969 1.044  C2 1.097
13 H -0.083 -0.049 2.377  C4 1.096
14 H 1.389 0.534 1.572  C4 1.087
15 H -0.178 1.294 1.235  C4 1.094
16 H 2.713 -0.213 -1.647  C6 1.090
17 H 2.894 -0.392 0.118  C6 1.094
18 H 2.060 1.023 -0.546  C6 1.096

Results
Orbital gap: 10.118 eV
HOMO: -9.19 eV
Energy above the lowest of the compared OMol25 structures with the same formula, charge and spin: 53.8 kJ/mol
E_LUMO: 0.93 eV
Charge: 0
M: 101.149 g/mol

=====

Entry 7:
This record from the OMol25 dataset describes a cluster of 2 separate species, C5H11NO in total. The level of theory is ωB97M-V/def2-TZVPD.

Bonds (Å) are listed after each position.
Atoms and positions in Å:
1 C -1.645 -0.964 -1.487  C2 1.504, H8 1.096, H9 1.094, H10 1.094
2 C -0.733 0.189 -1.166  C1 1.504, C3 1.481, N4 1.459, H11 1.091
3 C -1.127 1.290 -0.258  C2 1.481, N4 1.454, H12 1.088, H13 1.089
4 N -0.213 0.255 0.196  C2 1.459, C3 1.454, C5 1.427
5 C 1.172 0.570 0.326  N4 1.427, C6 1.339, H14 1.083
6 C 1.938 -0.376 0.885  C5 1.339, O7 1.338, H15 1.084
7 O 1.449 -1.562 1.265  C6 1.338, H16 0.978
8 H -1.074 -1.881 -1.669  C1 1.096
9 H -2.237 -0.749 -2.381  C1 1.094
10 H -2.330 -1.155 -0.656  C1 1.094
11 H -0.016 0.460 -1.942  C2 1.091
12 H -2.116 1.284 0.196  C3 1.088
13 H -0.708 2.278 -0.442  C3 1.089
14 H 1.637 1.332 -0.287  C5 1.083
15 H 3.002 -0.276 1.061  C6 1.084
16 H 0.505 -1.506 1.015  O7 0.978
17 H 1.081 0.666 2.445  H18 0.770
18 H 1.415 0.144 2.901  H17 0.770

Results
Orbital gap: 9.377 eV
HOMO: -8.26 eV
Energy above the lowest of the compared OMol25 structures with the same formula, charge and spin: 395.6 kJ/mol
E_LUMO: 1.11 eV
Charge: 0
M: 101.149 g/mol

=====

Entry 8:
This record from the OMol25 dataset describes a cluster of 2 separate species, C5H11NO in total. The level of theory is ωB97M-V/def2-TZVPD.

Bonds (Å) are listed after each position.
Atoms and positions in Å:
1 C -0.313 3.405 -1.346  C2 1.317, H7 1.079, H8 1.077
2 C 0.466 2.445 -0.891  C1 1.317, C3 1.494, H9 1.080
3 C 0.232 1.716 0.392  C2 1.494, N4 1.448, H10 1.103, H11 1.090
4 N 0.092 0.297 0.142  C3 1.448, C5 1.366, H12 1.005
5 C -0.227 -0.627 1.096  N4 1.366, C6 1.342, H13 1.081
6 C -0.321 -1.948 0.878  C5 1.342, H14 1.085, H15 1.074
7 H -0.187 3.853 -2.319  C1 1.079
8 H -1.036 3.959 -0.770  C1 1.077
9 H 1.319 2.096 -1.454  C2 1.080
10 H 1.108 1.915 1.032  C3 1.103
11 H -0.594 2.118 0.979  C3 1.090
12 H -0.084 0.084 -0.824  N4 1.005
13 H -0.369 -0.243 2.095  C5 1.081
14 H -0.446 -2.307 -0.139  C6 1.085
15 H -0.640 -2.591 1.677  C6 1.074
16 O 0.578 -4.941 -0.398  H17 0.972, H18 0.960
17 H 0.742 -4.543 0.473  O16 0.972
18 H -0.321 -4.689 -0.624  O16 0.960

Results
Orbital gap: 9.084 eV
HOMO: -8.05 eV
Energy above the lowest of the compared OMol25 structures with the same formula, charge and spin: 244.7 kJ/mol
E_LUMO: 1.03 eV
Charge: 0
M: 101.149 g/mol